[1]
A molecular structure, C41H58BrN3O7Ta in a non-equilibrium geometry, computed with ωB97M-V with the def2-TZVPD basis set.

The energy above the lowest of the compared OMol25 structures with the same formula, charge and spin is 117.2 kJ/mol. The total energy comes out at -133851.9339 eV. The HOMO-LUMO gap comes out at 7.965 eV. As for the highest occupied orbital energy: -0.40565 Ha. As for the total charge: +1.

Each line ends with the Mulliken charge.
Atoms and positions in Å:
Ta (-0.9873, -0.7823, -0.9086)  2.35
C (-3.5262, -0.6819, -2.8430)  -1.10
N (-3.2152, -0.1941, -1.4699)  0.01
C (-4.1734, -0.8325, -0.5371)  -1.18
C (-3.4081, 1.2752, -1.4456)  -1.25
C (-2.6126, 1.9179, -0.3432)  -0.82
N (-1.1734, 1.6635, -0.5430)  0.54
C (-0.3857, 2.0648, 0.6508)  -1.67
C (-0.7748, 1.4567, 1.9742)  0.59
C (-0.5112, 2.1948, 3.1187)  -0.51
C (-0.7232, 1.6497, 4.3751)  -0.46
C (-1.2655, 0.3692, 4.4289)  -1.08
C (-1.6059, -0.4052, 3.3195)  0.13
C (-1.2942, 0.1813, 2.0883)  0.15
O (-1.3881, -0.5122, 0.8867)  1.37
C (-2.2388, -1.7801, 3.6223)  2.34
C (-2.9513, -2.4481, 2.4506)  -2.62
C (-1.1336, -2.7133, 4.1358)  -1.57
C (-3.3034, -1.6144, 4.7196)  -1.88
C (-0.3848, 2.3887, 5.6695)  1.88
C (0.1400, 3.7985, 5.4046)  -2.11
C (-1.6442, 2.4908, 6.5392)  -1.56
C (0.6972, 1.6038, 6.4229)  -1.58
C (-0.6862, 2.5081, -1.6763)  -1.60
C (0.5423, 2.0108, -2.3684)  0.21
C (1.6864, 2.7755, -2.5132)  -0.26
C (2.7416, 2.3005, -3.2869)  -0.38
C (2.5649, 1.0777, -3.9290)  -0.58
C (1.4317, 0.2655, -3.8152)  0.83
C (0.4570, 0.7751, -2.9737)  -0.82
O (-0.6570, 0.0226, -2.5721)  -0.53
C (1.3917, -1.0188, -4.6626)  2.05
C (0.1019, -1.8375, -4.5615)  -1.78
C (2.5643, -1.9274, -4.2641)  -1.52
C (1.5476, -0.6085, -6.1359)  -1.81
C (4.0643, 3.0530, -3.4382)  1.96
C (4.0210, 4.4228, -2.7646)  -2.08
C (5.1801, 2.2267, -2.7844)  -1.55
C (4.3772, 3.2503, -4.9269)  -1.64
H (-4.5466, -0.3892, -3.1017)  0.47
H (-3.4510, -1.7659, -2.8658)  0.27
H (-2.8264, -0.2508, -3.5530)  0.30
H (-5.1897, -0.6731, -0.9046)  0.55
H (-4.0749, -0.3839, 0.4487)  0.40
H (-3.9738, -1.8970, -0.4692)  0.16
H (-4.4702, 1.5041, -1.3183)  0.60
H (-3.1263, 1.6513, -2.4249)  0.52
H (-2.9030, 1.5145, 0.6257)  0.26
H (-2.8129, 2.9952, -0.3115)  0.48
H (-0.4631, 3.1521, 0.7576)  0.66
H (0.6618, 1.8526, 0.4147)  0.56
H (-0.1158, 3.1972, 3.0092)  0.66
H (-1.4446, -0.0598, 5.4069)  0.37
H (-2.2618, -2.7468, 1.6739)  0.59
H (-3.7113, -1.7981, 2.0236)  0.19
H (-3.4568, -3.3445, 2.8164)  0.64
H (-0.3451, -2.8411, 3.3906)  0.11
H (-1.5533, -3.6971, 4.3602)  0.46
H (-0.6796, -2.3259, 5.0504)  0.31
H (-4.1267, -0.9822, 4.3773)  0.41
H (-2.9154, -1.1859, 5.6436)  0.37
H (-3.7127, -2.5963, 4.9651)  0.49
H (-0.5947, 4.4213, 4.8878)  0.39
H (1.0605, 3.7915, 4.8155)  0.39
H (0.3671, 4.2807, 6.3564)  0.44
H (-2.4513, 2.9973, 6.0054)  0.34
H (-1.4265, 3.0611, 7.4447)  0.46
H (-2.0079, 1.5094, 6.8485)  0.33
H (1.6016, 1.5002, 5.8190)  0.33
H (0.3573, 0.6020, 6.6934)  0.31
H (0.9628, 2.1263, 7.3444)  0.46
H (-0.5297, 3.5266, -1.3082)  0.46
H (-1.4878, 2.5587, -2.4067)  0.54
H (1.7322, 3.7476, -2.0378)  0.59
H (3.3664, 0.7147, -4.5602)  0.46
H (-0.0340, -2.2805, -3.5770)  0.10
H (0.1700, -2.6568, -5.2801)  0.64
H (-0.7824, -1.2501, -4.8152)  0.24
H (2.4990, -2.2224, -3.2169)  0.06
H (3.5298, -1.4423, -4.4180)  0.30
H (2.5506, -2.8319, -4.8765)  0.47
H (0.7396, 0.0581, -6.4463)  0.39
H (1.5176, -1.4990, -6.7672)  0.48
H (2.4929, -0.0995, -6.3290)  0.31
H (3.8536, 4.3441, -1.6875)  0.38
H (3.2438, 5.0638, -3.1883)  0.40
H (4.9783, 4.9264, -2.9084)  0.43
H (4.9864, 2.0819, -1.7190)  0.34
H (6.1390, 2.7389, -2.8909)  0.45
H (5.2719, 1.2403, -3.2441)  0.31
H (3.5726, 3.7919, -5.4291)  0.35
H (4.5197, 2.3016, -5.4463)  0.33
H (5.2980, 3.8260, -5.0430)  0.47
Br (1.8148, -0.9278, 1.4875)  0.02
C (1.4357, -2.6436, 0.6663)  0.39
C (2.4078, -3.6305, 1.2345)  -1.17
C (2.1857, -4.9224, 1.4535)  -0.60
C (1.0010, -5.7291, 1.1411)  -0.54
C (-0.0500, -5.3546, 0.4220)  -1.49
C (-0.1940, -3.9772, -0.1233)  2.31
C (-1.6133, -3.7607, -0.7000)  -1.01
O (-2.4549, -4.5920, -0.7487)  -0.56
O (-1.8104, -2.5044, -1.1853)  -0.34
H (3.3765, -3.2160, 1.4769)  0.54
H (3.0100, -5.4720, 1.8936)  0.46
H (1.0266, -6.7522, 1.4958)  0.48
H (-0.8513, -6.0477, 0.2108)  0.52
O (0.7978, -3.7227, -1.1576)  -0.46
N (1.5548, -2.5842, -0.8041)  -0.02
O (0.8390, -1.4519, -1.2685)  0.05
O (0.0613, -2.9554, 0.8277)  0.19

Cartesian forces (eV/Å) of the 3 atoms listed first:
Ta 0.05 0.66 -0.60
C -0.12 0.00 0.13
N 0.09 -0.37 -0.23

[2]
6 unconnected molecules or ions with the total composition C14H25Cl3N2O9 in a non-equilibrium geometry, computed with ωB97M-V with the def2-TZVPD basis set.

The energy above the lowest of the compared OMol25 structures with the same formula, charge and spin is 0.0 kJ/mol. The total energy comes out at -73896.9758 eV. The HOMO-LUMO gap comes out at 11.034 eV. As for the highest occupied orbital energy: -0.39104 Ha. As for the total charge: 0.

Each line ends with the Mulliken charge.
Atoms and positions in Å:
C (12.6829, -21.0046, 3.6307)  -0.70
O (11.4360, -21.4378, 3.1372)  -0.34
C (11.1866, -21.3138, 1.8491)  0.71
O (11.8569, -20.7546, 1.0216)  -0.57
O (10.0404, -21.9039, 1.5913)  -0.36
C (9.6594, -21.9008, 0.2265)  -0.44
H (12.7358, -19.9191, 3.7728)  0.31
H (13.5696, -21.2550, 3.0544)  0.31
H (12.7193, -21.3733, 4.6537)  0.26
H (8.6935, -22.3664, 0.0548)  0.27
H (10.4483, -22.3277, -0.3863)  0.00
H (9.4457, -20.8988, -0.1533)  0.50
C (6.7450, -21.4272, -5.0145)  -0.53
O (7.3758, -20.2350, -4.5670)  -0.36
C (8.1226, -20.3216, -3.4831)  0.87
O (8.0215, -21.0931, -2.5791)  -0.51
O (9.0297, -19.3264, -3.5469)  -0.36
C (10.1440, -19.4897, -2.6576)  -0.06
H (7.4077, -22.2944, -4.9752)  0.19
H (6.4204, -21.3378, -6.0462)  0.24
H (5.8930, -21.6156, -4.3578)  0.29
H (11.0033, -19.4275, -3.3344)  0.22
H (10.2183, -20.4264, -2.1278)  -0.22
H (10.2463, -18.5533, -2.1116)  0.25
C (9.2763, -27.1311, 1.8708)  -0.81
O (9.1953, -25.9989, 1.0312)  -0.21
C (8.5189, -26.0281, -0.0929)  0.60
O (7.6862, -26.8222, -0.4453)  -0.57
O (8.9292, -24.9690, -0.8426)  -0.01
C (8.4670, -24.9435, -2.1939)  -0.46
H (9.4248, -28.0795, 1.3505)  0.37
H (8.4197, -27.2258, 2.5365)  0.31
H (10.1888, -26.9891, 2.4519)  0.26
H (7.4458, -24.6252, -2.3737)  0.28
H (8.6192, -25.9657, -2.5504)  0.40
H (9.2042, -24.3704, -2.7482)  -0.11
Cl (12.2662, -25.4654, -3.8996)  -0.14
C (11.8346, -23.8138, -4.3205)  -0.07
Cl (11.5218, -22.8305, -2.8897)  -0.08
Cl (10.5368, -23.6194, -5.5306)  -0.14
H (12.6913, -23.3472, -4.7894)  0.40
C (13.8235, -22.3612, -9.8194)  -0.76
C (13.3079, -22.8168, -8.5198)  0.25
N (12.9439, -23.1579, -7.4885)  -0.28
H (14.5158, -21.5525, -9.5939)  0.25
H (12.9996, -21.9749, -10.4166)  0.26
H (14.2849, -23.1848, -10.3557)  0.27
C (12.3592, -25.5428, -0.2857)  -0.10
C (12.1184, -26.9803, -0.4526)  0.26
N (11.8911, -28.0981, -0.5389)  -0.48
H (12.6505, -25.2486, 0.7173)  0.36
H (11.3825, -25.0646, -0.4285)  -0.30
H (12.9808, -25.2119, -1.1129)  0.28

Cartesian forces (eV/Å) of the 3 atoms listed first:
C 0.47 1.18 1.08
O 0.04 -0.37 0.35
C 0.03 0.39 -0.74

[3]
2 unconnected molecules or ions with the total composition C7H8F3N3, computed with ωB97M-V with the def2-TZVPD basis set.

The energy above the lowest of the compared OMol25 structures with the same formula, charge and spin is 0.0 kJ/mol. The total energy comes out at -20011.8292 eV. The HOMO-LUMO gap comes out at 10.193 eV. As for the highest occupied orbital energy: -0.34309 Ha. As for the total charge: 0.

Each line ends with the Mulliken charge.
Atoms and positions in Å:
H (-1.5839, 0.4554, 2.1352)  0.23
N (-1.1471, 1.0020, 1.4026)  -0.66
C (-1.5913, 0.8255, 0.2362)  0.31
N (-1.1576, 1.5295, -0.8296)  -0.46
C (-2.7061, -0.1823, -0.1142)  0.81
F (-3.0366, -0.9408, 0.9355)  -0.29
F (-3.8294, 0.4098, -0.5441)  -0.26
F (-2.3170, -1.0218, -1.0970)  -0.25
H (-1.3658, 1.1831, -1.7510)  0.21
H (-0.2779, 2.0102, -0.6961)  0.38
C (1.7633, -1.6285, 0.3217)  -0.23
C (1.7371, -1.2391, -1.0105)  -0.42
C (1.6924, 0.1156, -1.2921)  -0.18
N (1.6687, 1.0557, -0.3593)  -0.66
C (1.7153, 0.6779, 0.9096)  -0.11
C (1.7652, -0.6511, 1.3027)  -0.41
H (1.7794, -2.6745, 0.5891)  0.39
H (1.7400, -1.9664, -1.8070)  0.38
H (1.6639, 0.4720, -2.3152)  0.43
H (1.6955, 1.4799, 1.6341)  0.39
H (1.7919, -0.9121, 2.3496)  0.39

Cartesian forces (eV/Å) of the 3 atoms listed first:
H -0.17 -0.19 -0.30
N 0.20 0.34 0.46
C -0.66 -0.52 0.12

[4]
2 unconnected molecules or ions with the total composition CH8NO in a non-equilibrium geometry, computed with ωB97M-V with the def2-TZVPD basis set.

The energy above the lowest of the compared OMol25 structures with the same formula, charge and spin is 58.8 kJ/mol. The total energy comes out at -4697.4347 eV. The HOMO-LUMO gap comes out at 13.051 eV. As for the highest occupied orbital energy: -0.61922 Ha. As for the total charge: +1.

Each line ends with the Mulliken charge.
Atoms and positions in Å:
C (-0.4101, 0.2145, 1.1744)  -0.80
N (-0.2873, 0.8969, -0.1394)  -0.32
H (-1.2570, -0.4749, 1.2487)  0.34
H (-0.7981, 0.8882, 1.9529)  0.36
H (0.5940, -0.0640, 1.4632)  0.32
H (-1.0656, 1.5012, -0.4084)  0.36
H (0.4857, 1.5581, -0.2871)  0.36
H (-0.1332, 0.1054, -0.8027)  0.39
H (0.7278, -2.2539, -1.5481)  0.33
H (1.3925, -0.9371, -1.5994)  0.34
O (0.7514, -1.4344, -1.0540)  -0.69

Cartesian forces (eV/Å) of the 3 atoms listed first:
C -0.74 1.57 1.89
N -0.19 0.17 -1.02
H 0.87 -0.73 -1.04

[5]
2 unconnected molecules or ions with the total composition CHFN2O5 in a non-equilibrium geometry, computed with ωB97M-V with the def2-TZVPD basis set.

The energy above the lowest of the compared OMol25 structures with the same formula, charge and spin is 310.0 kJ/mol. The total energy comes out at -16978.5307 eV. The HOMO-LUMO gap (spin up / spin down) comes out at 10.211 / 10.210 eV. As for the highest occupied orbital energy (spin up / spin down): -0.43011 / -0.43008 Ha. As for the total charge: 0.

Each line ends with the Mulliken charge.
Atoms and positions in Å:
C (-1.0265, -0.9036, -0.6826)  0.51
N (-0.4174, -0.5123, -1.9668)  0.89
N (-2.3099, -0.1793, 0.0633)  0.93
O (-1.2301, -0.4659, -2.8558)  -0.47
O (-2.7832, -0.8365, 0.9296)  -0.48
O (0.7726, -0.3388, -1.9918)  -0.50
O (-2.6069, 0.9160, -0.3277)  -0.50
O (0.2389, -0.2136, 0.6815)  -0.59
F (-1.1812, -2.1686, -0.7157)  -0.16
H (1.1989, -0.4061, 0.2252)  0.36

Cartesian forces (eV/Å) of the 3 atoms listed first:
C 2.32 2.14 4.99
N -0.24 0.95 -0.13
N 0.99 0.18 -1.68

[6]
A molecular structure, C12H19ClN5OPdS2, computed with ωB97M-V with the def2-TZVPD basis set.

The energy above the lowest of the compared OMol25 structures with the same formula, charge and spin is 4.1 kJ/mol. As for the expectation value of S²: 2.007. As for the spin multiplicity: 3. The total energy comes out at -59918.5288 eV. The HOMO-LUMO gap (spin up / spin down) comes out at 8.843 / 7.177 eV. As for the highest occupied orbital energy (spin up / spin down): -0.42675 / -0.44513 Ha. As for the total charge: +1.

Each line ends with the Mulliken charge.
Atoms and positions in Å:
Pd (1.9694, -0.4819, 2.1170)  0.20
N (3.8934, -1.4591, 1.5271)  -0.62
N (4.4929, -2.1026, 2.6147)  -0.15
C (3.8006, -2.4156, 3.7277)  0.90
N (4.4765, -3.0813, 4.6628)  -0.40
S (2.1689, -2.0329, 3.9808)  -0.35
H (3.7638, -2.0994, 0.7499)  0.27
H (4.4393, -0.6483, 1.2481)  0.40
H (5.4585, -2.3762, 2.5132)  0.22
H (5.4403, -3.3511, 4.5569)  0.20
H (4.0119, -3.3109, 5.5250)  0.21
C (-3.1856, 0.9204, 1.2153)  -1.03
C (-2.0289, 1.9017, 1.0792)  -0.58
C (-0.6649, 1.2234, 1.0931)  -0.90
N (-0.4484, 0.4683, -0.1444)  0.10
C (-0.1164, -0.7910, -0.2770)  0.67
S (0.2715, -1.8387, 1.0455)  -0.40
N (-0.0622, -1.3620, -1.5134)  -0.06
C (-0.1672, -0.7787, -2.8199)  0.09
O (0.5645, -1.2004, -3.6706)  -0.53
C (-1.2076, 0.2531, -3.0488)  -0.26
C (-0.9084, 1.3200, -3.8917)  -0.28
C (-1.8710, 2.2840, -4.1424)  -0.64
C (-3.1353, 2.1655, -3.5783)  -0.41
C (-3.4435, 1.0835, -2.7619)  -0.64
C (-2.4784, 0.1286, -2.4894)  0.25
H (-4.1433, 1.4395, 1.1875)  0.36
H (-3.1257, 0.3782, 2.1610)  0.35
H (-3.1843, 0.1851, 0.4084)  0.14
H (-2.0446, 2.6172, 1.9034)  0.38
H (-2.1265, 2.4971, 0.1649)  0.35
H (-0.6067, 0.5258, 1.9269)  0.68
H (0.1442, 1.9460, 1.1852)  0.25
H (-0.6437, 0.9857, -0.9935)  0.16
H (0.4444, -2.2366, -1.5320)  0.27
H (0.0754, 1.3819, -4.3392)  0.44
H (-1.6395, 3.1233, -4.7841)  0.42
H (-3.8887, 2.9144, -3.7848)  0.42
H (-4.4373, 0.9821, -2.3449)  0.46
H (-2.7123, -0.7244, -1.8625)  0.56
Cl (2.8551, 1.5661, 1.3852)  -0.50

Cartesian forces (eV/Å) of the 3 atoms listed first:
Pd 0.18 0.16 -0.01
N -0.11 -0.01 0.14
N -0.02 0.03 -0.10

[7]
A molecular structure, C5H9NO in a non-equilibrium geometry, computed with ωB97M-V with the def2-TZVPD basis set.

The energy above the lowest of the compared OMol25 structures with the same formula, charge and spin is 660.8 kJ/mol. The total energy comes out at -8862.3635 eV. The HOMO-LUMO gap comes out at 9.703 eV. As for the highest occupied orbital energy: -0.32073 Ha. As for the total charge: 0.

Each line ends with the Mulliken charge.
Atoms and positions in Å:
C (-0.0608, 0.7985, 1.1661)  -0.80
C (-1.3860, -0.3443, -0.1181)  -0.84
C (-0.0574, -0.8559, -0.7715)  0.19
C (1.0661, -1.2738, 0.2455)  -0.76
C (1.0838, 0.3840, 0.1348)  0.22
H (-0.0592, 1.8502, 1.9200)  0.24
H (-0.1921, -0.0400, 1.9444)  0.29
H (-1.2012, 1.4739, -0.4378)  0.28
H (-1.4237, -1.1781, 0.6812)  0.33
H (-2.1603, -0.5628, -0.8044)  0.40
H (-0.1002, -1.1648, -2.0785)  0.27
H (0.5946, -1.6772, 1.2237)  0.23
H (1.8269, -1.8990, -0.4014)  0.27
H (2.1599, 0.6484, 0.1260)  0.45
N (-1.2580, 0.8932, 0.3087)  -0.31
O (0.6859, 0.5057, -1.0343)  -0.48

Cartesian forces (eV/Å) of the 3 atoms listed first:
C -0.06 3.40 2.90
C 0.40 -7.87 -1.24
C 0.51 1.38 -5.58

[8]
A molecular structure, CH4NO2S in a non-equilibrium geometry, computed with ωB97M-V with the def2-TZVPD basis set.

The energy above the lowest of the compared OMol25 structures with the same formula, charge and spin is 412.7 kJ/mol. The total energy comes out at -17520.7501 eV. The HOMO-LUMO gap comes out at 5.999 eV. As for the highest occupied orbital energy: -0.10507 Ha. As for the total charge: -1.

Each line ends with the Mulliken charge.
Atoms and positions in Å:
C (-2.6115, -2.7554, -0.1887)  -0.23
N (-1.3788, -2.4445, -0.2991)  -0.44
O (4.4604, 0.3297, 0.2008)  -0.54
O (2.3584, 1.5724, 0.6187)  -0.55
S (2.9982, 0.3583, 0.0193)  0.15
H (-3.1060, -3.5705, -0.8013)  0.21
H (-3.2283, -2.4164, 0.6741)  0.20
H (2.9896, 0.5868, -1.7857)  -0.06
H (-0.9228, -1.7468, 0.2568)  0.26

Cartesian forces (eV/Å) of the 3 atoms listed first:
C 1.00 -0.17 1.35
N -1.46 -1.47 -1.89
O 0.22 -0.01 0.21